Below is a molecular structure, C31H40CoN4O in a non-equilibrium geometry, with properties calculated with ωB97M-V with the def2-TZVPD basis set.

Calculated values
- ΔE to the lowest compared entry with this formula, charge and spin (kcal/mol) = 11.96
- net charge = +3
- <S²> = 6.02
- 2S+1 = 5
- HOMO (spin up / spin down) (eV) = -16.141 / -16.140
- Kohn-Sham gap (spin up / spin down) (Eh) = 0.2504 / 0.1209
- E_tot (Eh) = -2881.341567
- E_LUMO (spin up / spin down) (eV) = -9.3 / -12.8

```
77
Properties=species:S:1:pos:R:3:lowdin_charge:R:1
H -0.32495 -4.59224 -1.82402 0.144
C 6.89803 -3.74350 -0.34058 -0.168
H 6.89660 -2.00419 1.66008 0.132
C 0.33834 1.83635 2.39054 -0.174
H 6.69548 0.29798 0.69222 0.081
C -1.00396 -0.58559 -2.05215 -0.194
C -3.08062 0.75351 -1.58958 -0.003
C 6.51729 -0.58762 0.08011 -0.055
Co -0.19055 -0.22932 0.24017 0.954
N 1.12441 1.07312 1.58043 0.049
H -2.58173 1.64505 -1.96188 0.097
C 1.08782 -2.11354 2.07429 -0.119
H 7.43937 -0.81675 -0.45176 0.083
H 7.80076 -3.35564 0.12788 0.125
C -0.96176 2.12241 1.93801 -0.231
H 6.25565 -4.28746 -2.35170 0.067
C -1.62409 -2.38094 0.08189 -0.188
H 2.51149 -1.52426 -0.81655 0.137
H -4.20948 -0.18593 0.52288 0.083
H -1.07190 -3.82098 1.58702 0.085
H -2.85128 3.01532 2.38391 0.133
H 1.53599 -2.79633 -2.48532 0.088
C 3.39113 -2.71832 0.73436 -0.100
H -1.38162 1.11607 -3.36392 0.083
H -0.33208 -4.71257 -0.06809 0.095
H -4.22701 -1.92510 0.71029 0.127
H -2.49485 -2.87002 2.00656 0.091
H 0.29785 0.61041 -3.30436 0.106
H -3.75554 1.04801 -0.79326 0.082
H 1.06613 -4.04283 -0.91299 0.101
H 5.21545 -1.47559 1.55204 0.096
H 3.02640 0.35970 1.25376 0.109
H -3.70734 0.37761 -2.40649 0.147
C 4.50371 -3.28609 -0.12708 -0.435
C -3.59615 -1.03664 0.78940 0.013
C -0.63977 -2.73365 -0.88012 -0.122
H 0.15268 3.41419 5.40832 0.139
H -2.18137 1.89901 0.33726 0.097
C 0.77207 2.34810 3.63194 -0.121
C -0.16427 3.03001 4.44730 0.026
C 7.06573 -3.76528 -1.85600 -0.060
C -0.02636 -4.08673 -0.89698 0.039
H 5.74417 -0.35823 -0.65575 0.074
N 1.27672 -1.61567 0.84186 -0.037
C -1.45171 3.21290 4.01889 -0.017
O 4.15002 -4.08914 -0.96956 0.103
C 6.09162 -1.76039 0.96608 -0.198
H 0.29186 -2.72253 -3.71786 0.147
C 2.93781 1.46470 3.09625 0.003
C 2.02728 -2.91059 2.69929 0.019
C -1.96038 -3.33814 1.18660 -0.005
H 3.98889 1.32317 3.30456 0.127
H 1.83715 -3.30717 3.68717 0.135
H 0.15774 -1.86110 2.57286 0.124
N 5.77331 -2.94513 0.17586 -0.044
C -1.85421 2.78166 2.74081 0.025
C 2.39550 0.92905 1.92405 -0.092
H 6.78072 -4.77239 0.01425 0.135
H -2.60385 -4.13001 0.78854 0.135
N -1.21796 1.70960 0.58992 0.090
C -2.12238 -0.33057 -1.20433 -0.174
H 7.10808 -2.75119 -2.25803 0.077
H 2.50986 2.52284 4.90863 0.145
C 2.40464 -1.91929 0.18823 -0.079
C 0.76490 -2.15488 -2.90517 0.014
C 3.20002 -3.21670 2.02127 0.061
H 7.99036 -4.28769 -2.09835 0.090
H 1.23142 -1.28721 -3.36268 0.100
C 2.12342 2.13970 3.97214 0.061
H 3.95588 -3.84287 2.47975 0.153
H -0.88497 -0.35698 -4.16496 0.124
H -3.31680 -0.93811 1.84059 0.110
C -2.39387 -1.21284 -0.09250 -0.175
H -2.16641 3.72425 4.64874 0.132
H -0.62805 2.25164 -0.04549 0.140
C -0.73263 0.25511 -3.27341 0.006
C -0.27733 -1.78992 -1.90437 -0.148
```